(1)
# C37H43HgN7PSSb2

C37H43HgN7PSSb2 as an isolated structure (ωB97M-V/def2-TZVPD, the Open Molecules 2025 dataset).

Cartesian coordinates (Å):
Hg 9.6301 -17.2313 -11.0505
C 5.1704 -14.5476 -6.7704
N 6.1377 -15.2831 -7.5712
C 6.8665 -16.3809 -7.1128
C 7.8668 -16.6588 -8.0157
N 7.8984 -15.6645 -9.0172
C 6.8227 -14.8916 -8.7721
P 6.1981 -13.6225 -9.9217
C 7.2397 -12.1098 -9.9912
N 8.4863 -11.9698 -9.5873
C 8.8489 -10.6419 -9.7796
C 7.7865 -9.9260 -10.2923
N 6.7197 -10.8693 -10.4050
C 5.2932 -10.5080 -10.5513
C 6.0937 -14.3619 -11.6006
N 7.0322 -13.8942 -12.4271
C 6.9185 -14.2690 -13.7614
C 4.9958 -15.2819 -13.5147
N 4.9667 -14.9762 -12.0934
C 3.8315 -15.5292 -11.3603
H 4.4428 -14.1831 -7.4611
H 5.6492 -13.7505 -6.1874
H 4.6816 -15.2897 -6.1777
H 6.5068 -16.9491 -6.2876
H 8.6607 -17.4142 -7.9613
H 9.8602 -10.3229 -9.5071
H 7.6579 -8.8867 -10.5452
H 4.7633 -11.4432 -10.7885
H 5.2799 -9.8297 -11.3673
H 4.8965 -10.0353 -9.6584
H 7.8003 -14.0780 -14.3397
H 4.0260 -15.7051 -13.8787
H 3.9343 -16.6349 -11.3742
H 2.8685 -15.2456 -11.8607
H 3.8990 -15.1061 -10.3735
S 6.8490 -18.3749 -14.9533
C 6.2964 -16.7727 -15.1094
C 6.0556 -16.2736 -16.3910
C 5.5275 -14.9937 -16.6915
C 5.1799 -14.0303 -15.7485
C 5.4848 -14.0530 -14.3281
C 6.2592 -16.1330 -13.8439
N 6.8397 -16.8892 -12.7901
C 7.2047 -18.0899 -13.2398
C 7.5885 -19.1984 -12.3032
C 6.7267 -20.3084 -12.1920
C 6.9841 -21.2840 -11.2609
C 8.0357 -21.0742 -10.3570
C 8.8816 -19.9973 -10.4559
C 8.6311 -19.0551 -11.4272
H 6.2577 -17.0169 -17.1843
H 5.3907 -14.7232 -17.7775
H 4.7833 -13.0786 -16.1009
H 5.1008 -13.1307 -13.8608
H 5.7560 -20.3651 -12.7468
H 6.3924 -22.2118 -11.1485
H 8.1189 -21.6778 -9.5010
H 9.7395 -19.8831 -9.8224
C 12.8193 -20.8526 -11.3296
Sb 12.5340 -19.1946 -9.9115
C 12.8924 -20.3333 -8.1568
C 14.6425 -18.5216 -10.0469
C 14.8589 -17.5873 -8.9331
C 15.2953 -18.1071 -7.7123
C 15.4148 -17.3163 -6.5974
C 15.1056 -15.9364 -6.7359
C 14.7373 -15.3462 -7.9280
C 14.5438 -16.1904 -9.0479
C 14.0435 -15.6334 -10.2964
Sb 11.7781 -15.8022 -10.2438
C 11.0937 -13.9339 -11.1485
C 11.5156 -15.3147 -8.1407
H 13.5734 -21.5537 -10.8820
H 13.2027 -20.4402 -12.3025
H 11.8432 -21.3642 -11.5895
H 13.0389 -19.6947 -7.2664
H 13.7691 -20.9674 -8.2774
H 12.0071 -20.9510 -7.9519
H 14.8065 -18.1733 -11.0295
H 15.1952 -19.4737 -9.8454
H 15.6115 -19.1508 -7.7674
H 15.8430 -17.6333 -5.6666
H 15.2689 -15.3129 -5.8266
H 14.4504 -14.2953 -7.8951
H 14.3113 -16.1130 -11.2420
H 14.3679 -14.5426 -10.2634
H 11.7708 -13.1050 -10.9649
H 10.0640 -13.6705 -10.8016
H 10.9803 -14.1084 -12.2202
H 11.8063 -14.2948 -7.9168
H 12.0362 -16.0066 -7.4727
H 10.4540 -15.2971 -7.8439

Atomic forces in eV per Å
Hg -0.22 0.35 -0.09
C 0.69 -0.30 -0.76
N 2.66 -0.56 -1.65
C -0.37 0.49 -1.29
C 0.32 1.57 -0.27
N -2.18 -0.64 1.47
C 1.04 -0.56 0.60
P -1.69 0.37 1.00
C 0.45 1.05 -0.01
N 0.05 0.18 -0.50
C -0.69 -0.43 0.04
C -0.79 -2.08 0.51
N 1.12 0.09 0.74
C 1.22 -1.22 -0.04
C 1.28 1.78 -1.72
N -1.09 -1.76 1.54
C -1.48 -1.87 -0.96
C 0.04 -0.34 -1.05
N 0.08 0.17 -0.09
C 0.53 -0.30 -0.78
H -0.53 0.73 -0.27
H -0.28 -0.27 -0.12
H -0.29 -0.20 0.81
H 0.00 -0.13 0.57
H -0.61 0.31 -0.05
H -0.62 -0.01 -0.27
H -0.06 -0.08 -0.04
H -0.06 0.59 0.09
H -0.54 0.60 -0.79
H 0.01 -0.09 0.17
H 0.26 -0.04 -0.46
H 0.70 0.24 0.64
H -0.29 0.52 0.37
H 0.86 -0.12 0.47
H -0.35 -0.16 0.58
S 0.76 -1.24 0.73
C -0.06 1.36 -3.66
C 0.57 -2.21 1.55
C -1.01 2.72 0.35
C 1.05 -1.21 -2.99
C -0.26 0.75 2.60
C 0.86 2.75 2.33
N 0.37 -3.03 -1.31
C -1.49 2.01 1.43
C -1.16 0.00 -0.48
C -1.03 0.12 -1.02
C 0.34 -0.48 1.06
C -0.39 -0.07 -0.45
C -0.64 -0.42 -0.53
C 0.73 0.84 -0.45
H -0.28 0.77 0.23
H -0.03 -0.42 1.33
H 0.03 -0.31 -0.15
H -0.08 -0.14 -0.23
H 1.19 0.06 0.07
H 0.09 0.89 -0.16
H 0.27 -1.24 0.76
H 0.08 0.00 0.59
C -0.18 -0.23 -0.55
Sb 0.45 -0.43 -0.59
C -0.19 -0.15 0.88
C -0.60 -1.85 1.10
C -0.35 1.68 0.39
C 0.35 -0.37 -0.62
C -0.13 1.69 -0.49
C 0.85 -0.16 1.48
C -0.54 -1.26 0.34
C 0.85 -1.12 0.38
C 0.56 2.27 -0.03
Sb -0.41 1.34 0.08
C -0.65 -0.14 0.29
C -0.87 -0.08 0.24
H -0.78 0.49 -0.56
H -0.18 -0.33 0.97
H 1.13 0.44 0.57
H -0.03 -0.16 -0.52
H 0.00 -0.11 0.01
H 0.26 0.02 -0.12
H 0.35 0.47 -1.01
H -0.27 0.75 -0.46
H -0.12 0.18 0.54
H -0.06 -0.41 0.24
H -0.29 -0.38 -0.84
H 0.24 -0.18 -0.49
H 0.14 0.10 0.36
H -0.69 -1.14 -0.64
H 0.08 0.10 -0.02
H 0.90 -0.31 0.09
H 0.28 -0.02 -0.03
H 0.57 0.17 -0.22
H 0.07 0.10 -0.26
H 0.19 -0.38 -0.48

Values from the calculation:
2S+1 = 2
HOMO energy (alpha / beta) = -4.54 / -6.57 eV
Total energy = -86862.6606 eV
HOMO-LUMO gap (alpha / beta) = 4.399 / 6.429 eV
Expectation value of S² = 0.766
Energy above the lowest of the compared OMol25 structures with the same formula, charge and spin = 4.497 eV



(2)
# C9H12AsCl2OPtS5

C9H12AsCl2OPtS5 as an isolated structure (ωB97M-V/def2-TZVPD, the Open Molecules 2025 dataset).

Cartesian coordinates (Å):
Pt 0.1760 -1.9457 -0.5011
S 3.2952 -3.6738 -3.8217
As 1.7580 -2.3266 -3.4593
S 0.0440 -3.2694 -2.2738
S 2.0762 -1.2268 -1.4836
S 1.0571 -1.0940 -4.9879
Cl -1.1394 3.9886 -3.3747
C -0.8408 2.2738 -3.7939
Cl 0.1709 1.4418 -2.6333
H -0.3432 2.2567 -4.7562
H -1.8026 1.7792 -3.8431
C -1.9143 2.4340 0.2879
C -1.1090 1.2492 0.7375
C 0.2793 1.3578 0.9027
C 1.0411 0.2941 1.3249
C 0.4260 -0.9342 1.6295
C -0.9534 -1.0744 1.4141
C -1.7052 0.0263 0.9714
S 1.2921 -2.2339 2.5232
C 1.3824 -1.3272 4.0863
O 0.2912 -3.3053 2.7618
H -1.3465 3.0508 -0.4074
H -2.1950 3.0576 1.1407
H -2.8318 2.1188 -0.2086
H 0.7674 2.2922 0.6540
H 2.1164 0.3928 1.4145
H -1.4292 -2.0028 1.7189
H -2.7693 -0.0966 0.8107
H 0.3690 -1.0821 4.4025
H 1.9826 -0.4273 3.9576
H 1.8547 -1.9935 4.8063

Atomic forces in eV per Å
Pt 0.00 -0.07 0.00
S 0.00 0.00 0.00
As -0.08 0.00 0.08
S 0.07 0.00 -0.01
S -0.14 0.00 0.06
S 0.01 -0.01 -0.07
Cl -0.01 -0.01 0.02
C 0.07 -0.08 -0.10
Cl -0.04 0.13 0.19
H 0.00 -0.02 0.00
H -0.01 0.00 0.01
C -0.01 0.02 0.01
C -0.13 -0.05 -0.01
C 0.11 0.01 0.01
C 0.03 0.04 0.04
C -0.07 -0.04 -0.04
C 0.15 0.04 -0.16
C 0.00 0.09 0.02
S 0.04 0.03 -0.01
C -0.01 -0.03 0.00
O -0.01 -0.02 0.01
H 0.00 -0.01 -0.03
H 0.01 0.00 0.00
H 0.00 0.00 -0.01
H 0.00 0.00 0.00
H 0.00 0.00 0.00
H 0.02 -0.02 -0.01
H 0.00 0.00 0.00
H 0.00 0.00 0.00
H 0.00 0.00 -0.01
H 0.00 0.00 0.00

Values from the calculation:
Net charge = -1
HOMO energy = -4.29 eV
Total energy = -154884.2493 eV
HOMO-LUMO gap = 5.826 eV
Energy above the lowest of the compared OMol25 structures with the same formula, charge and spin = 0.851 eV



(3)
# C9H12Br2NO2

C9H12Br2NO2 as an isolated structure (ωB97M-V/def2-TZVPD, the Open Molecules 2025 dataset).

Cartesian coordinates (Å):
C -0.8069 0.4956 1.8566
C 0.5908 -0.2953 1.9871
C 2.2027 -0.6680 -0.0393
C 1.0735 -1.3776 -0.8589
C -1.0705 -0.1452 -1.8583
C 1.4006 0.2734 0.8093
C 0.3758 -0.1347 -1.3756
C -0.8500 1.1437 0.4919
C -2.0927 -0.1951 -0.7005
N 0.3760 0.8568 -0.1978
O -1.6908 0.5319 2.6661
O -1.4565 2.3460 0.2312
Br -2.2500 -1.8064 0.3004
Br -3.7388 0.6646 -0.7561
H 1.0877 -0.0149 2.9594
H 0.4955 -1.4105 1.8510
H 2.7596 -1.3850 0.6201
H 2.9154 -0.0626 -0.5502
H 1.4848 -2.0081 -1.7523
H 0.4630 -1.9994 -0.0138
H -1.3157 0.8213 -2.2726
H -1.3449 -1.0072 -2.4810
H 1.9892 1.0957 1.0772
H 0.8715 0.3272 -2.2233
H 0.6928 1.6767 -0.6599
H -2.1621 2.2773 0.8892

Atomic forces in eV per Å
C 1.06 -0.76 0.25
C -0.54 0.68 -0.37
C -0.39 -1.98 1.32
C 0.97 -1.13 0.49
C -2.02 -0.76 1.45
C -0.66 -0.32 0.07
C -2.40 -0.75 -0.37
C -2.44 -2.27 -1.41
C 2.61 0.89 2.30
N 0.59 -0.37 -0.07
O 0.38 0.32 -0.57
O 1.18 -1.09 0.81
Br -0.03 -0.41 -0.29
Br -0.08 0.25 -0.56
H -0.70 -0.53 -0.96
H -0.23 1.21 0.61
H -0.41 0.62 -0.66
H 0.56 0.03 -1.04
H -0.97 0.90 1.90
H 1.21 1.30 -2.79
H 0.13 0.11 -0.92
H 0.51 0.48 -0.41
H 0.78 1.26 0.80
H 0.86 0.00 0.26
H 0.70 1.42 0.10
H -0.67 0.90 0.08

Values from the calculation:
Net charge = +1
HOMO energy (alpha / beta) = -12.62 / -12.62 eV
Total energy = -155188.4275 eV
HOMO-LUMO gap (alpha / beta) = 8.398 / 8.399 eV
Energy above the lowest of the compared OMol25 structures with the same formula, charge and spin = 1.078 eV



(4)
# C8AlB2O16

C8AlB2O16 as an isolated structure (ωB97M-V/def2-TZVPD, the Open Molecules 2025 dataset).

Cartesian coordinates (Å):
Al -16.0656 2.9078 -12.5929
O -18.2945 11.0832 -13.6948
C -18.5132 10.0283 -13.9833
O -18.7088 8.9957 -13.2474
B -18.9183 7.7915 -14.0764
O -18.7319 8.2796 -15.4956
C -18.4490 9.4957 -15.5247
O -18.0855 10.1158 -16.3968
O -20.2109 7.1544 -14.0096
C -20.0585 5.8594 -13.8816
O -20.8589 5.0802 -13.9450
C -18.5394 5.6063 -13.6837
O -17.9293 6.7586 -13.7463
O -18.0487 4.5598 -13.5522
O -12.2689 9.9840 -16.5326
C -12.9504 9.2322 -15.9692
O -13.0095 7.9385 -16.0487
B -14.0257 7.4070 -15.1222
O -14.7193 8.6070 -14.5593
C -14.1824 9.6877 -14.9884
O -14.5019 10.7914 -14.8025
O -14.9637 6.4823 -15.7829
C -15.0230 5.3871 -15.0589
O -15.7472 4.4769 -15.1582
C -14.0033 5.5108 -13.9114
O -13.4044 6.6386 -14.0360
O -13.9117 4.7516 -13.0646

Atomic forces in eV per Å
Al 0.02 0.63 -0.60
O 1.20 6.75 0.80
C -0.70 -4.43 1.79
O -0.44 -0.82 -0.63
B -0.65 -1.99 0.17
O -0.51 -1.67 1.32
C -0.49 -2.81 -0.06
O 1.66 4.29 -3.49
O 0.38 2.65 0.04
C 4.91 3.20 0.42
O -5.31 -5.45 -0.25
C -2.00 1.77 -0.54
O 0.69 1.55 -0.19
O 1.83 -3.30 0.94
O 0.59 1.31 -0.19
C 0.69 -1.41 -1.25
O -0.54 0.41 0.63
B -0.02 -1.74 0.07
O 0.03 -0.73 -0.23
C -1.02 -0.39 0.76
O -0.05 1.74 -0.02
O 0.26 1.20 -0.18
C 1.44 1.24 0.82
O -1.77 -2.22 -0.51
C -1.69 2.47 -4.04
O 0.99 2.26 -0.37
O 0.50 -4.50 4.80

Values from the calculation:
Net charge = +1
HOMO energy = -13.49 eV
Total energy = -49000.3121 eV
HOMO-LUMO gap = 2.558 eV
Energy above the lowest of the compared OMol25 structures with the same formula, charge and spin = 0.000 eV



What are the strongest force on any atom values for these records? In order: 3.9; 0.2; 3.6; 7.6 eV/Å.